# C28H42O21

A cluster of 7 separate species, C28H42O21 in total (ωB97M-V/def2-TZVPD, the OMol25 dataset).

Each line ends with the Mulliken charge.
Cartesian coordinates (Å):
H -3.099 4.129 -2.348  0.340
H -2.454 4.559 -4.945  0.393
O -3.354 -2.986 4.053  -0.485
O 1.641 -0.567 3.528  -0.504
O 4.406 -2.005 -3.968  -0.369
C 2.099 0.515 3.388  0.521
O 5.514 -0.771 -2.481  -0.382
H 2.160 -1.208 -5.218  0.418
H 0.814 -5.788 -1.113  0.334
O 1.019 -3.980 -0.147  -0.402
H 1.765 2.165 -1.540  0.495
O 1.386 1.638 3.126  -0.039
H -0.791 -4.442 3.538  0.309
H -1.507 2.480 4.165  0.239
O 6.079 -2.924 -2.763  -0.536
C 5.399 -1.997 -3.040  0.655
H -2.178 -1.919 2.678  -0.768
C -1.555 3.163 -3.593  1.094
H 3.748 0.294 -2.251  -0.178
O -0.343 0.449 -1.687  -0.287
H 1.067 -1.059 0.754  0.337
H 4.433 2.491 2.937  0.319
H 0.665 2.408 -0.189  0.417
C 0.838 0.347 -0.866  2.017
H 1.978 -1.058 -3.491  0.000
H -3.292 4.462 4.669  0.364
C -2.858 -3.858 1.983  -0.155
H -3.514 3.628 2.264  0.214
C 0.363 -4.789 -1.114  -0.475
C 4.511 0.103 -3.003  0.119
C 1.395 1.719 -0.611  -1.870
O -5.581 -3.329 3.980  -0.551
H -1.304 3.093 2.517  0.012
H -0.256 -3.493 -2.752  0.212
H -1.362 5.326 -3.812  0.387
C -1.087 -0.675 -1.438  0.385
H 2.442 4.755 3.768  0.417
C 2.290 2.774 2.959  0.721
C -4.507 -3.387 3.482  0.579
O -4.257 -3.931 2.263  -0.400
O -2.153 2.141 -4.381  -0.394
O -1.919 -1.096 -2.162  -0.573
H -2.731 -3.406 1.003  0.108
H -2.437 -4.864 1.990  0.341
H -0.737 4.377 -5.180  0.370
H -1.882 3.120 -1.455  0.090
C 1.931 -3.203 -0.767  0.490
H -4.921 4.012 4.140  0.383
H -0.074 0.260 1.138  -0.465
C -1.924 2.465 3.156  -0.015
C -3.294 0.771 2.472  0.428
C 3.987 -0.668 -4.226  0.463
H 0.395 -5.762 -3.773  0.409
C -1.011 -3.394 3.738  -1.291
O 1.685 -3.184 -2.090  -0.019
H 1.303 3.652 4.631  0.357
C -2.477 3.236 -2.359  -0.229
C 0.296 -0.403 0.356  0.301
H 1.577 -0.269 -1.388  -1.072
C 2.486 -0.624 -4.353  -1.197
O -4.127 1.789 2.781  -0.406
C 1.700 3.966 3.667  -1.528
H -0.180 -2.832 3.300  0.246
H 3.733 2.493 4.612  0.302
O 3.417 0.809 3.453  -0.351
C -1.509 4.427 -4.413  -1.641
C -2.300 -2.922 3.067  1.778
H 2.282 1.641 0.024  0.360
C 1.126 -4.982 -3.557  -1.571
C -3.923 3.630 4.351  -1.548
H -0.680 -4.940 -0.850  0.309
H 2.072 -5.420 -3.252  0.367
H 2.081 0.376 -4.522  0.426
H -1.018 -3.186 4.803  0.349
O 2.797 -2.582 -0.241  -0.525
H 4.422 -0.296 -5.155  0.269
O -3.649 -0.284 2.070  -0.485
C -3.380 2.963 3.123  0.467
H -3.991 2.951 5.202  0.378
H -0.542 2.909 -3.273  -0.136
H 5.002 1.016 -3.331  0.338
O -3.645 0.494 -4.033  -0.512
H 1.238 -4.354 -4.439  0.357
H 0.864 4.342 3.075  0.321
O -2.004 1.110 2.734  -0.080
O -0.763 -1.174 -0.228  -0.212
H 2.351 2.869 1.875  0.013
O -3.310 2.087 -2.479  -0.323
C 3.586 2.229 3.566  -0.499
C -3.075 1.454 -3.654  0.644
C 0.613 -4.079 -2.450  0.512

* calculated total energy: -2672.289002 Ha
* strongest force on any atom: 0.0301 Eh/bohr